{
  "formula": "C3H5NO3",
  "method": "ωB97M-V/def2-TZVPD",
  "elements": ["N", "C", "O", "C", "O", "C", "O", "H", "H", "H", "H", "H"],
  "coordinates": [[0.79783, 1.16409, 0.85487], [0.31108, -0.04440, 1.23378], [0.01627, -0.32525, 2.38065], [0.18255, -1.09793, 0.12180], [-0.99165, -0.90410, -0.69331], [-1.00293, 0.09997, -1.56394], [-0.10610, 0.88064, -1.77329], [0.90589, 1.39297, -0.12371], [0.76769, 1.90684, 1.53721], [1.07760, -1.14267, -0.50674], [0.01413, -2.05474, 0.61287], [-1.97236, 0.12458, -2.08020]],
  "forces_ev_per_angstrom": [[-0.06, 0.00, 0.11], [0.01, 0.03, 0.14], [0.05, 0.06, -0.30], [0.12, -0.07, 0.08], [-0.04, 0.16, 0.06], [0.21, 0.27, -0.17], [-0.31, -0.43, -0.02], [-0.10, -0.09, 0.17], [0.07, -0.13, -0.05], [-0.15, 0.10, 0.03], [0.07, 0.13, -0.08], [0.12, -0.03, 0.03]],
  "multiplicity": 1,
  "relative_energy_kj_mol": 66.3,
  "smiles": "NC(=O)COC=O",
  "homo_ha": -0.370,
  "total_charge": 0,
  "homo_lumo_gap_ha": 0.400
}